Run w
{
  "formula": "C2H11NO3",
  "method": "wB97M-V/def2-TZVPD",
  "symbols": ["C", "N", "C", "O", "H", "H", "H", "H", "H", "H", "H", "O", "H", "H", "O", "H", "H"],
  "positions_angstrom": [[-0.77, 0.21, -0.46], [-2.00, -0.51, -0.28], [-1.92, -1.87, -0.78], [-2.84, -2.66, -0.13], [-0.58, 0.44, -1.51], [0.07, -0.41, -0.12], [-0.77, 1.17, 0.02], [-2.13, -0.66, 0.72], [-2.08, -1.85, -1.87], [-0.93, -2.32, -0.60], [-3.71, -2.43, -0.47], [3.06, -0.03, -0.78], [2.21, 0.00, -1.21], [3.27, -0.92, -0.49], [3.28, 4.25, 2.20], [3.92, 4.72, 2.74], [3.71, 4.05, 1.36]],
  "gap_ev": 10.0781,
  "smiles": "CNCO.O.O"
}

Run x
{
  "formula": "C2H11NO3",
  "method": "wB97M-V/def2-TZVPD",
  "symbols": ["C", "C", "N", "H", "H", "H", "H", "H", "O", "H", "H", "O", "H", "H", "O", "H", "H"],
  "positions_angstrom": [[1.04, -2.34, -0.50], [0.07, -1.70, -1.27], [-0.08, -0.35, -1.39], [1.99, -1.85, -0.28], [0.98, -3.41, -0.32], [-0.65, -2.35, -1.81], [0.18, 0.39, -0.81], [-0.61, 0.05, -2.15], [-2.18, -0.12, 1.81], [-2.07, -1.00, 1.46], [-1.42, 0.43, 1.51], [0.17, 1.71, 1.99], [-0.03, 1.91, 2.91], [1.05, 1.34, 2.12], [0.65, 2.74, -1.39], [0.99, 1.84, -1.16], [-0.06, 2.71, -0.74]],
  "gap_ev": 8.6251,
  "smiles": "C=CN.O.O.O"
}

Most stable: run w. Least stable: run x.

Run w
{
  "formula": "C2H11NO3",
  "method": "wB97M-V/def2-TZVPD",
  "symbols": ["C", "C", "N", "H", "H", "H", "H", "H", "O", "H", "H", "O", "H", "H", "O", "H", "H"],
  "positions_angstrom": [[0.51, 1.83, 2.20], [0.63, 0.51, 2.39], [0.59, -0.47, 1.43], [0.13, 2.12, 1.22], [0.76, 2.50, 3.00], [0.95, 0.20, 3.35], [0.31, -0.14, 0.52], [0.34, -1.41, 1.68], [1.46, 1.25, -2.63], [1.36, 0.98, -3.54], [2.13, 1.93, -2.52], [-1.85, 0.32, -1.09], [-2.17, 0.74, -0.29], [-1.02, -0.13, -0.95], [-0.93, -3.06, -1.03], [-1.46, -2.30, -1.31], [-1.55, -3.58, -0.49]],
  "gap_ev": 8.8344,
  "smiles": "C=CN.O.O.O"
}

Run x
{
  "formula": "C2H11NO3",
  "method": "wB97M-V/def2-TZVPD",
  "symbols": ["C", "C", "N", "H", "H", "H", "H", "H", "H", "H", "O", "H", "H", "O", "H", "H", "O"],
  "positions_angstrom": [[-3.22, -0.03, -0.86], [-3.45, -0.88, 0.21], [-1.62, -0.57, 0.31], [-3.23, 1.05, -0.77], [-3.02, -0.39, -1.90], [-3.92, -0.48, 1.14], [-1.71, -0.55, 1.28], [-1.57, -1.58, 0.18], [0.77, 0.87, -0.01], [-0.25, 0.38, -0.92], [0.58, 0.90, -0.94], [2.25, -2.06, 0.41], [1.77, -0.86, -0.38], [2.60, -1.27, -0.06], [3.61, 0.75, 1.06], [4.11, 2.13, 0.79], [3.39, 1.64, 1.11]],
  "gap_ev": 7.1025
}

Most stable: run w. Least stable: run x.

Run w
{
  "formula": "C12H44O10",
  "method": "wB97M-V/def2-TZVPD",
  "symbols": ["C", "C", "O", "H", "H", "H", "H", "H", "H", "C", "C", "O", "H", "H", "H", "H", "H", "H", "C", "C", "O", "H", "H", "H", "H", "H", "H", "C", "C", "O", "H", "H", "H", "H", "H", "H", "C", "C", "O", "H", "H", "H", "H", "H", "H", "C", "O", "H", "H", "H", "H", "C", "O", "H", "H", "H", "H", "O", "H", "H", "O", "H", "H", "O", "H", "H"],
  "positions_angstrom": [[-0.90, 3.70, 15.08], [-0.88, 5.21, 14.89], [0.34, 5.75, 15.32], [-0.67, 3.41, 16.10], [-0.26, 3.14, 14.39], [-1.86, 3.24, 14.86], [-1.74, 5.65, 15.39], [-1.04, 5.44, 13.83], [0.24, 6.71, 15.32], [1.90, 4.57, 12.12], [1.33, 3.90, 10.93], [0.38, 2.94, 11.29], [2.51, 5.44, 11.91], [2.56, 3.94, 12.72], [1.10, 4.97, 12.74], [2.20, 3.47, 10.42], [0.80, 4.60, 10.29], [0.80, 2.29, 11.85], [-2.02, -0.54, 14.25], [-1.76, 0.31, 13.03], [-2.82, 0.23, 12.09], [-3.01, -0.41, 14.69], [-1.32, -0.21, 15.02], [-1.84, -1.58, 13.99], [-0.85, -0.13, 12.62], [-1.55, 1.34, 13.32], [-2.89, 1.01, 11.53], [4.22, -1.68, 14.17], [5.65, -1.75, 13.63], [6.53, -1.72, 14.74], [4.21, -2.36, 15.02], [3.50, -1.89, 13.39], [3.96, -0.69, 14.55], [5.78, -1.00, 12.85], [5.81, -2.74, 13.21], [6.35, -2.47, 15.30], [6.26, 1.51, 10.53], [4.85, 1.96, 11.02], [4.31, 0.99, 11.86], [6.85, 1.22, 11.40], [6.77, 2.33, 10.03], [6.18, 0.68, 9.82], [4.18, 2.06, 10.17], [4.86, 2.95, 11.46], [4.69, 1.05, 12.74], [1.33, 1.07, 9.09], [1.49, -0.09, 8.32], [0.44, 1.64, 8.83], [1.18, 0.84, 10.14], [2.22, 1.69, 9.00], [0.63, -0.51, 8.25], [1.01, -2.61, 12.39], [2.12, -3.37, 11.82], [0.67, -3.05, 13.32], [1.45, -1.64, 12.59], [0.22, -2.56, 11.65], [2.69, -2.77, 11.35], [1.56, 0.91, 12.91], [2.50, 0.84, 12.73], [1.50, 0.94, 13.86], [3.57, -1.45, 10.48], [3.74, -0.63, 10.92], [3.88, -1.31, 9.58], [1.73, 1.28, 15.60], [1.90, 2.15, 15.97], [1.45, 0.76, 16.35]],
  "gap_ev": 9.5034,
  "smiles": "CCO.CCO.CCO.CCO.CCO.CO.CO.O.O.O"
}

Run x
{
  "formula": "C12H44O10",
  "method": "wB97M-V/def2-TZVPD",
  "symbols": ["C", "C", "O", "H", "H", "H", "H", "H", "H", "C", "C", "O", "H", "H", "H", "H", "H", "H", "C", "C", "O", "H", "H", "H", "H", "H", "H", "C", "C", "O", "H", "H", "H", "H", "H", "H", "C", "C", "O", "H", "H", "H", "H", "H", "H", "C", "C", "O", "H", "H", "H", "H", "H", "H", "O", "H", "H", "O", "H", "H", "O", "H", "H", "O", "H", "H"],
  "positions_angstrom": [[-5.62, -9.94, 10.70], [-6.14, -9.06, 9.60], [-7.53, -9.33, 9.37], [-6.36, -9.98, 11.50], [-4.74, -9.52, 11.20], [-5.32, -10.92, 10.32], [-5.63, -9.21, 8.65], [-6.00, -8.01, 9.86], [-8.05, -8.61, 9.72], [-2.55, -11.65, 10.07], [-1.20, -11.95, 9.45], [-1.33, -12.30, 8.06], [-3.28, -12.46, 10.01], [-2.95, -10.80, 9.50], [-2.50, -11.27, 11.09], [-0.66, -12.77, 9.94], [-0.61, -11.04, 9.51], [-2.02, -12.97, 7.94], [0.60, -14.68, 11.13], [0.87, -13.61, 12.19], [0.42, -14.00, 13.47], [1.11, -14.38, 10.20], [-0.45, -14.80, 10.89], [1.07, -15.61, 11.46], [0.42, -12.66, 11.89], [1.95, -13.49, 12.26], [-0.49, -13.70, 13.56], [-6.52, -12.85, 8.47], [-7.06, -12.89, 7.05], [-8.45, -12.56, 7.09], [-6.60, -13.83, 8.93], [-7.11, -12.14, 9.05], [-5.47, -12.55, 8.44], [-6.93, -13.88, 6.60], [-6.53, -12.18, 6.40], [-8.88, -12.93, 6.31], [-1.97, -11.05, 14.19], [-2.89, -12.21, 13.94], [-2.21, -13.20, 13.17], [-1.60, -10.64, 13.25], [-1.11, -11.37, 14.79], [-2.49, -10.27, 14.75], [-3.80, -11.87, 13.43], [-3.22, -12.64, 14.90], [-2.84, -13.81, 12.77], [-2.13, -7.69, 8.82], [-0.79, -7.83, 9.54], [-0.83, -7.03, 10.71], [-2.33, -6.62, 8.75], [-2.91, -8.10, 9.47], [-2.06, -8.16, 7.84], [0.01, -7.49, 8.87], [-0.63, -8.89, 9.78], [0.02, -7.09, 11.16], [-4.38, -14.69, 12.10], [-4.38, -14.54, 11.15], [-5.15, -15.24, 12.27], [-0.41, -10.89, 5.70], [-0.50, -11.38, 6.52], [-1.31, -10.87, 5.35], [0.16, -14.64, 7.37], [-0.17, -13.84, 7.82], [0.14, -15.33, 8.03], [-3.19, -14.33, 7.29], [-3.20, -14.60, 6.36], [-2.94, -15.14, 7.76]],
  "gap_ev": 9.4961,
  "smiles": "CCO.CCO.CCO.CCO.CCO.CCO.O.O.O.O"
}

Most stable: run x. Least stable: run w.

Run w
{
  "formula": "C16H32AsBF6N8O2S3Sn",
  "method": "wB97M-V/def2-TZVPD",
  "symbols": ["Sn", "C", "C", "N", "C", "C", "S", "C", "C", "N", "H", "H", "H", "H", "H", "H", "H", "H", "H", "H", "H", "H", "H", "H", "C", "N", "C", "C", "N", "B", "N", "C", "C", "N", "C", "C", "S", "C", "S", "H", "H", "H", "H", "H", "H", "H", "H", "H", "H", "H", "H", "C", "O", "C", "O", "N", "N", "H", "H", "H", "H", "H", "H", "F", "As", "F", "F", "F", "F", "F"],
  "positions_angstrom": [[-0.54, 0.42, -0.21], [0.72, 2.69, 2.00], [-0.79, 2.60, 2.19], [-1.48, 2.33, 0.91], [-1.74, 3.51, 0.06], [-0.54, 4.06, -0.72], [0.48, 2.79, -1.53], [2.10, 2.95, -0.71], [2.40, 1.91, 0.38], [1.23, 1.57, 1.18], [1.21, 2.72, 2.97], [0.98, 3.62, 1.49], [-1.16, 3.51, 2.66], [-1.01, 1.76, 2.85], [-2.40, 1.96, 1.13], [-2.15, 4.32, 0.66], [-2.51, 3.21, -0.65], [0.12, 4.68, -0.11], [-0.93, 4.69, -1.52], [2.18, 3.97, -0.35], [2.84, 2.84, -1.51], [3.22, 2.29, 0.99], [2.74, 0.98, -0.10], [1.44, 0.78, 1.79], [3.91, -0.89, -1.24], [3.56, -1.28, 0.12], [4.35, -1.09, 1.21], [3.67, -1.62, 2.28], [2.50, -2.13, 1.85], [1.58, -2.91, 2.91], [0.18, -3.23, 2.36], [-0.29, -4.49, 2.08], [-1.58, -4.39, 1.73], [-1.91, -3.05, 1.81], [-3.23, -2.49, 1.54], [-0.82, -2.35, 2.19], [-0.70, -0.65, 2.42], [2.41, -1.93, 0.51], [1.19, -2.36, -0.57], [4.61, -0.06, -1.19], [3.01, -0.59, -1.76], [4.37, -1.72, -1.77], [5.31, -0.61, 1.15], [3.96, -1.68, 3.32], [2.14, -3.96, 3.16], [1.51, -2.18, 3.87], [0.35, -5.36, 2.15], [-2.30, -5.14, 1.45], [-3.96, -3.30, 1.55], [-3.25, -2.00, 0.57], [-3.48, -1.75, 2.29], [1.92, -1.27, -4.91], [0.50, -1.14, -4.81], [0.02, -0.61, -3.68], [0.70, -0.20, -2.75], [-1.33, -0.56, -3.73], [-2.05, -0.10, -2.63], [2.11, -1.63, -5.91], [2.28, -1.99, -4.18], [2.41, -0.31, -4.75], [-1.80, -0.90, -4.56], [-2.75, -0.79, -2.35], [-2.56, 0.74, -2.88], [-3.06, 0.31, -0.06], [-4.78, 0.83, -0.38], [-5.25, -0.15, 0.93], [-4.87, -0.51, -1.46], [-6.36, 1.34, -0.72], [-4.13, 1.80, -1.68], [-4.48, 2.16, 0.69]],
  "multiplicity": 2,
  "s_squared": 0.7701,
  "gap_ev": [8.1313, 4.5085],
  "total_charge": 1
}

Run x
{
  "formula": "C16H32AsBF6N8O2S3Sn",
  "method": "wB97M-V/def2-TZVPD",
  "symbols": ["Sn", "C", "C", "N", "C", "C", "S", "C", "C", "N", "H", "H", "H", "H", "H", "H", "H", "H", "H", "H", "H", "H", "H", "H", "C", "N", "C", "C", "N", "B", "N", "C", "C", "N", "C", "C", "S", "C", "S", "H", "H", "H", "H", "H", "H", "H", "H", "H", "H", "H", "H", "C", "O", "C", "O", "N", "N", "H", "H", "H", "H", "H", "H", "F", "As", "F", "F", "F", "F", "F"],
  "positions_angstrom": [[-0.30, 1.48, 0.20], [-2.58, 2.36, 2.89], [-1.32, 3.21, 3.15], [-0.07, 2.56, 2.71], [0.54, 1.62, 3.65], [-0.23, 0.31, 3.81], [-0.66, -0.54, 2.25], [-2.48, -0.64, 2.32], [-3.22, 0.42, 1.50], [-2.57, 1.73, 1.56], [-3.44, 3.02, 3.00], [-2.68, 1.59, 3.65], [-1.27, 3.44, 4.22], [-1.41, 4.14, 2.61], [0.61, 3.28, 2.52], [0.65, 2.06, 4.64], [1.54, 1.40, 3.27], [-1.16, 0.46, 4.36], [0.39, -0.38, 4.38], [-2.75, -0.63, 3.37], [-2.74, -1.63, 1.93], [-4.26, 0.44, 1.84], [-3.22, 0.12, 0.45], [-3.03, 2.34, 0.89], [2.61, -3.93, 1.58], [1.48, -4.22, 0.70], [0.44, -5.02, 1.01], [-0.40, -5.02, -0.08], [0.14, -4.23, -1.04], [-0.51, -4.16, -2.47], [-0.48, -2.77, -3.18], [-0.46, -2.69, -4.56], [-0.67, -1.41, -4.92], [-0.79, -0.69, -3.75], [-1.08, 0.74, -3.64], [-0.66, -1.52, -2.70], [-0.68, -1.04, -1.05], [1.31, -3.74, -0.57], [2.34, -2.63, -1.30], [2.60, -4.64, 2.40], [2.53, -2.92, 1.98], [3.54, -4.02, 1.04], [0.35, -5.52, 1.96], [-1.34, -5.52, -0.23], [0.08, -4.95, -3.17], [-1.67, -4.48, -2.32], [-0.32, -3.57, -5.17], [-0.73, -0.95, -5.89], [-1.15, 1.16, -4.64], [-0.30, 1.26, -3.10], [-2.01, 0.90, -3.12], [5.54, 0.91, 0.03], [4.30, 0.73, 0.75], [3.14, 1.07, 0.19], [2.11, 0.91, 0.85], [3.20, 1.62, -1.04], [2.01, 1.88, -1.71], [6.32, 0.59, 0.71], [5.69, 1.96, -0.22], [5.56, 0.29, -0.86], [4.05, 1.58, -1.57], [1.89, 1.24, -2.48], [1.98, 2.83, -2.04], [-2.42, 2.31, -1.35], [-2.08, 4.04, -1.68], [-1.40, 4.13, -0.05], [-3.61, 4.40, -1.02], [-2.67, 3.80, -3.27], [-1.66, 5.66, -1.96], [-0.48, 3.49, -2.18]],
  "multiplicity": 2,
  "s_squared": 0.7696,
  "gap_ev": [8.1712, 5.0251],
  "total_charge": 1
}

Most stable: run w. Least stable: run x.

Run w
{
  "formula": "C3H8FN",
  "method": "wB97M-V/def2-TZVPD",
  "symbols": ["C", "C", "N", "C", "F", "H", "H", "H", "H", "H", "H", "H", "H"],
  "positions_angstrom": [[-0.85, -1.00, 0.10], [0.36, -0.15, -0.13], [1.10, 0.11, 1.12], [-0.08, 1.16, -0.76], [-0.69, 0.93, -2.03], [-1.20, -1.50, -0.86], [-1.64, -0.64, 0.70], [-0.59, -1.95, 0.63], [1.04, -0.75, -0.72], [0.70, 0.77, 1.79], [1.79, -0.53, 1.32], [-0.75, 1.73, -0.05], [0.82, 1.82, -1.11]],
  "gap_ev": 10.2341,
  "smiles": "C[C@H](N)CF"
}

Run x
{
  "formula": "C3H8FN",
  "method": "wB97M-V/def2-TZVPD",
  "symbols": ["C", "C", "C", "N", "F", "H", "H", "H", "H", "H", "H", "H", "H"],
  "positions_angstrom": [[0.40, -1.26, 0.64], [-0.14, -0.13, -0.11], [0.23, 1.33, 0.32], [-0.17, -0.24, -1.55], [-1.70, -0.18, 0.24], [0.40, -2.17, -0.01], [1.50, -1.08, 1.05], [-0.12, -1.43, 1.57], [1.14, 1.66, -0.22], [0.39, 1.54, 1.44], [-0.72, 2.00, 0.16], [-1.00, -0.78, -1.75], [-0.21, 0.74, -1.78]],
  "gap_ev": 11.3110,
  "smiles": "CC(C)(N)F"
}

Run y
{
  "formula": "C3H8FN",
  "method": "wB97M-V/def2-TZVPD",
  "symbols": ["C", "C", "F", "C", "N", "H", "H", "H", "H", "H", "H", "H", "H"],
  "positions_angstrom": [[1.80, -0.21, -0.11], [0.35, 0.10, 0.24], [0.21, 1.60, -0.15], [-0.83, -0.50, -0.30], [-2.16, 0.17, 0.04], [2.25, 0.14, -1.18], [2.07, 0.74, 0.78], [1.73, -1.37, 0.20], [0.46, 0.09, 1.32], [-0.71, -1.57, 0.28], [-0.76, -0.59, -1.37], [-2.29, 0.87, -0.79], [-2.14, 0.54, 1.05]],
  "gap_ev": 10.3262,
  "smiles": "C[C@@H](F)CN"
}

Most stable: run x. Least stable: run y.

Run w
{
  "formula": "C3H5ClOS",
  "method": "wB97M-V/def2-TZVPD",
  "symbols": ["C", "C", "Cl", "C", "O", "S", "H", "H", "H", "H", "H"],
  "positions_angstrom": [[0.71, 1.09, 0.18], [0.19, -0.08, -0.65], [1.40, -1.30, -0.69], [-1.03, -0.68, 0.01], [-0.93, -1.28, 1.23], [-2.45, -0.56, -0.78], [-0.23, 1.61, 0.42], [1.30, 1.79, -0.39], [1.20, 0.72, 1.04], [-0.12, 0.29, -1.66], [-0.04, -1.58, 1.29]],
  "gap_ev": 9.0279,
  "smiles": "C[C@@H](Cl)C(O)=S"
}

Run x
{
  "formula": "C3H5ClOS",
  "method": "wB97M-V/def2-TZVPD",
  "symbols": ["C", "O", "C", "S", "C", "Cl", "H", "H", "H", "H", "H"],
  "positions_angstrom": [[-0.19, -1.73, -0.48], [-0.50, -0.48, 0.08], [0.54, 0.37, 0.39], [2.10, 0.16, 0.32], [-0.18, 1.64, 0.61], [-0.65, 2.37, -1.00], [0.62, -2.32, 0.00], [0.11, -1.61, -1.53], [-1.16, -2.29, -0.59], [-1.15, 1.46, 1.12], [0.45, 2.43, 1.08]],
  "gap_ev": 9.2268,
  "smiles": "COC(=S)CCl"
}

Most stable: run w. Least stable: run x.